1.
Below is a molecular structure, C34H33CoGeN8SSe in a non-equilibrium geometry, with properties calculated with the ωB97M-V functional and the def2-TZVPD basis.

Results
**Total energy**: -218037.0430 eV
**2S+1**: 4
**Charge**: -1
**Energy above the lowest of the compared OMol25 structures with the same formula, charge and spin**: 0.0 kcal per mole
**LUMO energy (spin up / spin down)**: 2.6 / 2.6 eV
**Expectation value of S²**: 3.76
**Gap between HOMO and LUMO (spin up / spin down)**: 7.17 / 7.19 eV

Last column: Löwdin charge in e.
Element x y z (Å)
Co1 -1.2682 -1.1398 -0.2362  0.50
N1 -2.3704 0.1673 -3.9988  0.09
C1 -3.1355 0.9366 -3.1794  -0.09
C2 -3.0976 0.3110 -1.9576  -0.14
N2 -2.1425 -0.6888 -1.9564  0.01
C3 -1.7760 -0.8194 -3.2604  -0.22
C4 -0.7746 -1.6008 -4.0061  -0.48
N3 -0.5003 -1.1319 -5.1897  0.05
C5 0.5483 -1.9651 -5.5639  -0.16
C6 0.6552 -3.0194 -4.5962  -0.19
N4 -0.2147 -2.7333 -3.5950  0.06
H1 -1.9963 0.3304 -4.9373  0.13
H2 -3.6763 1.7650 -3.5103  0.09
H3 -3.5525 0.7247 -1.0371  0.10
H4 1.0852 -1.8836 -6.4692  0.05
H5 1.2559 -3.9780 -4.5625  0.09
H6 0.8423 -0.9696 -0.9910  -0.09
S1 -2.5600 -0.6011 1.7226  0.68
C7 -1.7209 -1.9114 2.6413  -0.80
N5 -1.1908 -1.3030 3.8432  0.02
C8 -0.1477 -1.6613 4.6110  -0.15
C9 0.7377 -2.6984 4.5191  -0.12
C10 0.5290 -3.8333 3.6032  -0.19
N6 -0.0639 -3.7972 2.4725  0.06
H7 -1.4555 -0.3329 3.8725  0.08
H8 0.1404 -0.8384 5.3166  0.14
H9 1.5792 -2.6511 5.1296  0.06
H10 1.1034 -4.7608 3.8857  0.11
C11 -3.6426 -2.5771 3.9081  -0.09
N7 -2.6072 -2.9451 2.9686  -0.16
C12 -2.9915 -3.7456 1.9207  -0.12
C13 -2.3216 -3.7479 0.8091  -0.13
N8 -1.1539 -2.9702 0.5740  -0.27
C14 -0.2798 -3.7339 -0.3793  -0.07
C15 -0.5608 -2.5714 1.8761  -0.58
Se1 1.2292 -1.5176 1.5103  1.02
H11 -3.9327 -1.5014 3.9225  0.07
H12 -3.4218 -2.8499 4.9690  0.09
H13 -4.5339 -3.0534 3.5906  0.06
H14 -3.8354 -4.4245 2.0657  0.13
H15 -2.6790 -4.2328 -0.0539  0.11
H16 -0.6489 -3.5041 -1.3880  0.06
H17 -0.3422 -4.7601 -0.1523  0.07
H18 0.7855 -3.4684 -0.3892  0.07
C16 0.8251 -0.6036 -0.0979  -0.75
Ge1 1.0999 1.1143 -0.1580  0.82
C17 0.4105 1.9997 -1.7441  -0.25
C18 -0.0464 3.3226 -1.6578  -0.09
C19 -0.3740 3.9781 -2.8436  -0.10
C20 -0.4015 3.2801 -4.0603  -0.10
C21 -0.0134 1.9320 -4.0810  -0.12
C22 0.3578 1.2603 -2.9415  -0.10
C23 0.6413 2.2797 1.3764  -0.22
C24 1.2247 3.5624 1.3877  -0.15
C25 0.7926 4.5620 2.2134  -0.12
C26 -0.3159 4.3734 2.9994  -0.09
C27 -0.8242 3.0716 3.0942  -0.11
C28 -0.3780 2.0432 2.3368  -0.11
C29 3.0981 1.5393 -0.1898  -0.23
C30 3.9494 1.1169 0.8411  -0.12
C31 5.2622 1.5171 1.0453  -0.11
C32 5.8131 2.3802 0.1236  -0.11
C33 5.0018 2.8166 -0.9387  -0.10
C34 3.6686 2.4454 -1.0874  -0.11
H19 0.0167 3.8862 -0.7102  0.09
H20 -0.7361 5.0240 -2.8934  0.10
H21 -0.4830 3.8512 -4.9864  0.09
H22 -0.0285 1.4516 -5.0697  0.10
H23 0.7591 0.2519 -3.0647  0.11
H24 1.9778 3.7713 0.6341  0.09
H25 1.3972 5.4831 2.1487  0.11
H26 -0.6967 5.2174 3.5358  0.09
H27 -1.5870 2.9409 3.8254  0.09
H28 -0.9237 1.0859 2.4544  0.01
H29 3.4354 0.5346 1.6291  0.08
H30 5.7043 1.2507 1.9994  0.10
H31 6.8245 2.7330 0.1857  0.08
H32 5.4834 3.4425 -1.6559  0.08
H33 3.1685 2.7712 -1.9725  0.09

2.
Below is a gas-phase ion, C21H22IN2O5 (charge +1) in a non-equilibrium geometry, with properties calculated with the ωB97M-V functional and the def2-TZVPD basis.

Results
**Total energy**: -43442.7735 eV
**Charge**: +1
**LUMO energy**: -4.7 eV
**Gap between HOMO and LUMO**: 6.71 eV

Last column: Löwdin charge in e.
Element x y z (Å)
C1 3.0710 -1.4170 1.0156  -0.03
O1 2.7299 -0.0501 1.4519  -0.08
C2 1.5874 0.1711 2.1502  -0.27
C3 1.2049 1.5109 2.3449  0.02
C4 0.0496 1.7729 3.0690  -0.02
C5 -0.7806 0.7618 3.6465  -0.14
C6 -2.1330 1.1452 4.2727  -0.20
O2 -3.1553 0.1950 4.2435  -0.24
C7 -3.3744 -0.9559 3.4536  -0.03
C8 -0.2612 -0.5515 3.5734  -0.03
C9 0.7886 -0.8473 2.7053  0.01
H1 3.9444 -1.2442 0.3623  0.10
H2 3.3124 -2.0580 1.8963  0.10
H3 2.2020 -1.8343 0.4513  0.10
H4 1.8070 2.2939 1.8717  0.13
H5 -0.2328 2.8251 3.1250  0.12
H6 -2.4556 2.2291 4.0425  0.17
H7 -2.6033 -1.7240 3.6362  0.08
H8 -4.3435 -1.3438 3.8097  0.10
H9 -3.4721 -0.6275 2.4146  0.11
H10 -0.6752 -1.4136 4.0928  0.10
H11 1.0139 -1.8778 2.4497  0.11
C10 0.9535 2.5947 6.9155  0.00
N1 -0.2227 1.7906 6.8278  0.02
C11 -1.4604 2.4251 6.5718  -0.43
O3 -1.6019 3.6259 6.7947  0.08
C12 -2.3700 1.4396 5.8719  -0.25
I1 -4.4922 2.2685 6.4635  1.74
C13 -5.8316 1.1418 5.2832  -0.56
C14 -6.5072 0.0198 5.7476  -0.11
C15 -7.3555 -0.6972 4.8892  -0.04
C16 -7.5176 -0.2425 3.5744  -0.05
C17 -6.8326 0.8939 3.1134  -0.05
C18 -6.0187 1.6088 3.9926  -0.15
C19 -2.4270 0.0930 6.5773  -0.43
O4 -3.3996 -0.6474 6.6607  0.07
N2 -1.1448 -0.4156 6.8610  0.03
C20 -0.9950 -1.8607 7.0107  0.01
C21 0.0130 0.3895 6.8322  -0.38
O5 1.1396 -0.0995 6.8105  0.11
H12 1.7679 1.8904 6.8635  0.09
H13 0.9853 3.3039 6.0979  0.10
H14 0.9602 3.1683 7.8290  0.11
H15 -6.3900 -0.2904 6.7707  0.11
H16 -7.8480 -1.6001 5.2428  0.12
H17 -8.1702 -0.7575 2.8726  0.12
H18 -6.9535 1.2595 2.0887  0.12
H19 -5.5167 2.5225 3.6865  0.10
H20 0.0772 -2.1002 7.0205  0.10
H21 -1.4639 -2.1695 7.9560  0.11
H22 -1.5352 -2.3403 6.1734  0.10